# 1
Below is a molecular structure, C41H37MgN4O6S at a distorted geometry, with properties calculated with the ωB97M-V functional and the def2-TZVPD basis.

Calculated values
E ... -2853.43229 hartree
Total charge ... -1
2S+1 ... 1

Each line ends with the Mulliken charge.
Positions of all 90 atoms, in Å:
Mg 0.293 0.280 -1.770  1.2754
N 7.314 -1.647 -2.016  -0.5877
C 6.180 -0.883 -2.348  1.1575
C 6.183 -0.183 -3.572  -1.0034
C 4.988 0.541 -3.894  -0.2773
C 3.860 0.430 -3.094  -0.3225
C 3.890 -0.294 -1.885  -0.0720
C 5.041 -0.948 -1.490  -1.0480
S 2.240 1.127 -3.439  1.4451
O 1.317 -0.046 -3.566  -0.9952
O 2.408 1.885 -4.645  -0.7953
N 1.732 1.794 -2.075  -0.7787
C 2.483 2.646 -1.319  0.2956
N 2.073 2.992 -0.091  -0.2202
C 2.706 4.015 0.496  -0.0396
C 3.751 4.722 -0.147  -0.7093
C 4.085 4.257 -1.425  -0.2083
N 3.547 3.240 -1.987  -0.5047
H 8.199 -1.263 -2.361  0.2295
H 7.276 -1.867 -1.047  0.2448
H 7.102 -0.079 -4.137  0.2578
H 4.939 1.169 -4.731  0.6018
H 3.124 -0.355 -1.178  0.2226
H 5.034 -1.480 -0.567  0.4246
H 2.534 4.309 1.547  0.3485
H 4.319 5.460 0.426  0.3405
H 4.914 4.615 -1.980  0.4511
C -2.802 -0.710 3.748  -1.2421
C -2.104 0.449 2.934  0.7783
C -2.129 1.840 3.584  -1.7582
O -0.811 0.108 2.616  -0.2432
C -0.522 0.180 1.174  -1.6721
C -1.913 0.800 0.639  -0.2829
O -2.839 0.451 1.649  -0.1401
C -2.505 0.590 -0.782  3.0025
O -1.507 0.546 -1.651  -0.4219
C -3.373 1.896 -1.150  0.0508
C -4.527 2.279 -0.433  0.0568
C -5.281 3.393 -0.779  -0.8846
C -4.957 4.127 -1.929  -0.4821
C -3.786 3.784 -2.610  -0.6516
C -3.017 2.688 -2.231  -0.2636
C -3.348 -0.715 -0.921  0.4339
C -4.399 -0.938 -0.085  0.4514
C -5.225 -2.031 -0.244  -1.2081
C -4.995 -2.961 -1.192  -0.5661
C -3.841 -2.852 -2.006  -0.7013
C -3.074 -1.693 -1.929  -0.3805
C 0.317 -1.090 0.796  3.4354
O 0.927 -0.833 -0.369  -0.5447
C -0.404 -2.480 0.831  -0.5065
C -1.691 -2.702 1.269  0.7438
C -2.282 -3.950 1.242  -0.3640
C -1.601 -5.070 0.740  -0.7496
C -0.328 -4.869 0.234  -0.7617
C 0.250 -3.561 0.213  -0.6813
C 1.329 -1.059 2.026  0.3400
C 2.408 -0.168 1.960  -0.2441
C 3.467 -0.222 2.860  -1.0927
C 3.378 -1.111 3.922  -0.5275
C 2.314 -1.923 4.036  -0.8248
C 1.271 -1.967 3.129  -0.4384
H -2.615 -0.680 4.820  0.4771
H -2.514 -1.708 3.339  0.2518
H -3.858 -0.555 3.604  0.3299
H -1.795 1.821 4.610  0.5032
H -3.158 2.260 3.580  0.3154
H -1.425 2.545 2.994  0.2635
H 0.274 1.011 1.064  -0.4689
H -1.699 1.935 0.712  0.4030
H -4.951 1.737 0.426  0.1043
H -6.202 3.593 -0.247  0.4063
H -5.750 4.802 -2.352  0.2739
H -3.514 4.196 -3.596  0.3237
H -2.016 2.386 -2.822  -0.0964
H -4.625 -0.283 0.759  -0.0315
H -6.077 -2.102 0.381  0.4274
H -5.575 -3.893 -1.233  0.3347
H -3.544 -3.637 -2.612  0.5520
H -2.333 -1.547 -2.767  0.1670
H -2.326 -1.797 1.607  -0.5163
H -3.304 -4.068 1.547  0.4644
H -2.169 -6.024 0.715  0.3035
H 0.292 -5.668 -0.167  0.3990
H 1.327 -3.509 -0.044  0.3157
H 2.439 0.491 1.155  0.5089
H 4.332 0.418 2.697  0.4480
H 4.177 -1.075 4.755  0.2229
H 2.215 -2.649 4.839  0.3892
H 0.460 -2.662 3.245  0.5362

=====

# 2
Below is 4 unconnected molecules or ions with the total composition C2H12O3 at a distorted geometry, with properties calculated with the ωB97M-V functional and the def2-TZVPD basis.

Calculated values
E ... -309.06785 hartree
2S+1 ... 1
SMILES ... CC.O.O.O

Each line ends with the Mulliken charge.
Positions of all 17 atoms, in Å:
C -1.942 -0.311 -0.891  -1.0342
C -1.474 -0.772 0.471  -0.6828
H -1.609 0.712 -1.046  0.3493
H -3.024 -0.231 -1.024  0.3287
H -1.492 -0.929 -1.675  0.2766
H -2.378 -1.199 1.120  0.2621
H -0.865 -1.645 0.368  0.3176
H -0.861 -0.147 1.046  0.2243
H 1.600 0.246 -2.634  0.3273
H 0.374 0.394 -1.799  0.2303
O 0.868 0.784 -2.424  -0.5971
H 2.979 1.017 0.611  0.3265
H 1.820 0.393 -0.242  0.3368
O 2.585 0.229 0.207  -0.6636
H 1.755 0.100 2.208  0.3514
H 0.579 0.606 3.230  0.2745
O 1.085 0.754 2.475  -0.6276